(1)
Entry from the OMol25 dataset: C40H54BrF4N9SSiSr as an isolated structure (wB97M-V/def2-TZVPD).

Results
LUMO level, eV: -0.220
Maximum force, eV/A: 0.6
Energy above the lowest of the compared OMol25 structures with the same formula, charge and spin, kcal per mole: 2.7

Geometry as ORCA input:
```
! wB97M-V def2-TZVPD RIJCOSX def2/J DEFGRID3
* xyz 0 1
C -3.167 -3.007 0.410
C 5.213 -1.850 3.280
H 5.528 2.771 3.018
H -7.678 -0.510 -3.096
N 0.849 1.531 5.214
C -2.336 3.013 0.663
H 4.053 -0.346 -1.847
C 3.002 -0.825 3.791
C 1.089 1.405 -4.325
C -0.929 4.647 -0.975
C 5.294 -0.854 -0.113
C -0.049 -3.258 0.229
C -3.914 -0.667 -3.804
H 3.641 -3.368 1.559
N -4.727 -0.019 -4.648
Sr -1.541 -0.215 -0.788
H 2.621 1.685 3.222
H 3.455 0.058 4.241
H -2.777 -3.833 -1.535
H 2.114 -2.561 1.928
C -0.429 -3.461 -2.123
Br 2.026 -0.262 0.174
C 4.650 2.446 0.533
H 2.858 -1.553 4.595
C -0.315 2.632 -2.332
F -6.604 -0.517 3.382
H 3.016 -3.376 3.203
H 0.577 -3.057 -2.249
N 0.152 1.398 -2.126
H 4.661 3.493 0.849
C 4.273 1.576 1.740
H -4.269 0.623 -5.270
H -6.341 0.484 -2.515
H 2.010 -0.539 3.436
H 0.719 3.162 -5.505
S -2.227 -0.374 -3.899
H 0.905 -2.778 0.025
C -5.879 -1.610 -2.659
H 6.947 0.500 0.396
H -6.274 -2.507 -3.144
H -6.565 -0.829 -5.267
N -1.713 2.474 -0.377
H -3.834 -1.781 -2.161
C -5.099 -1.132 1.716
H 4.144 -2.648 -0.635
N -3.487 -1.699 -0.117
H 2.180 2.202 1.597
H -2.808 4.723 1.846
C 0.846 0.813 -3.099
C -4.643 0.366 -0.029
H -2.691 -2.978 1.400
H -6.562 0.898 -4.907
H 1.657 0.879 -5.079
H 7.418 -0.971 -0.442
C -1.021 3.279 -1.191
H 5.436 -2.955 0.531
H 5.642 2.220 0.140
C -1.229 1.357 3.726
F -5.662 2.460 -0.140
Si 4.051 -0.255 1.223
C -2.357 2.176 3.913
C -1.210 0.520 2.620
H 5.045 -2.485 4.155
C -1.574 5.197 0.125
H 5.829 -2.656 -1.157
H -5.994 -1.724 -1.581
C -0.129 3.297 -3.540
H -0.432 -2.863 1.170
C 5.068 -0.188 -1.482
H -2.902 2.341 1.295
C 6.741 -0.568 0.317
H -1.043 -3.117 -2.956
H 5.787 -0.985 3.617
C -5.509 1.289 0.501
H 1.237 -0.176 -2.878
H -0.357 -4.558 -2.154
C 2.989 2.187 2.329
H 5.835 -2.417 2.584
H 0.123 -4.339 0.348
H -4.046 -3.653 0.535
N -1.209 -0.121 1.651
F -4.963 -2.299 2.383
C 3.118 -2.766 2.300
C -6.182 -0.069 -4.579
H 3.926 2.356 -0.281
C 5.158 -2.365 -0.343
N -3.277 2.867 4.020
C -4.368 -0.911 0.522
H 5.140 1.211 3.725
C -6.600 -0.365 -3.150
C -5.966 -0.198 2.248
C -2.252 -3.705 -0.583
C -2.294 4.368 0.964
H -2.010 -4.720 -0.232
C 5.389 1.710 2.788
H 3.207 3.222 2.605
C -0.092 1.458 4.549
H 6.350 1.324 2.443
N -0.990 -2.990 -0.859
H -0.550 4.282 -3.684
F -3.995 0.704 -1.196
H 5.756 -0.642 -2.202
C -6.200 1.037 1.671
C 3.847 -1.469 2.685
N -4.448 -1.505 -2.921
H -1.499 6.258 0.325
C 0.575 2.671 -4.552
H 5.261 0.882 -1.480
H -6.857 1.763 2.121
H -0.336 5.264 -1.635
H 7.006 -1.032 1.268
*
```

---

(2)
Entry from the OMol25 dataset: C40H54BrGe2N4O4STm as an isolated structure (wB97M-V/def2-TZVPD).

Results
LUMO level (alpha / beta), eV: -1.833 / -2.932
Maximum force, eV/A: 3.0
Energy above the lowest of the compared OMol25 structures with the same formula, charge and spin, kcal per mole: 10.0

Geometry as ORCA input:
```
! wB97M-V def2-TZVPD RIJCOSX def2/J DEFGRID3
* xyz 1 4
C 18.155 -14.517 5.057
H 21.720 -3.868 18.774
Ge 14.264 -7.561 11.902
C 14.865 -14.132 13.468
H 15.344 -14.088 6.828
H 18.228 -3.377 12.361
H 16.709 -7.168 13.466
H 13.943 -14.917 11.764
H 14.753 -9.935 12.610
C 12.621 -7.060 8.598
C 16.811 -14.531 5.301
C 14.700 -11.252 14.190
H 18.333 -5.335 13.712
C 17.831 -8.675 15.890
C 15.675 -12.293 14.767
H 14.460 -10.468 14.891
C 19.048 -14.203 6.059
H 16.587 -11.771 15.139
N 15.414 -10.622 13.041
C 15.575 -6.156 11.972
C 17.766 -15.097 13.280
H 19.270 -13.817 12.660
C 18.412 -11.008 13.249
H 21.330 -2.532 17.589
H 14.580 -12.934 10.445
H 17.810 -13.496 14.859
C 13.575 -7.860 13.690
C 17.215 -13.670 7.514
C 16.468 -4.005 11.307
H 16.933 -15.660 12.809
C 16.625 -6.303 12.857
H 17.680 -7.270 9.600
H 17.367 -7.248 17.411
H 11.734 -7.129 7.974
C 17.462 -4.119 12.243
H 18.662 -14.740 11.463
H 18.567 -14.813 4.101
H 16.082 -14.796 4.557
C 20.330 -7.405 15.888
C 20.942 -3.382 18.135
H 15.675 -14.673 11.513
S 19.468 -5.674 17.876
H 14.764 -6.414 14.817
Tm 16.944 -12.203 11.815
C 12.569 -10.015 9.882
H 20.145 -3.013 18.792
N 18.391 -14.232 12.300
O 15.535 -12.331 8.490
C 14.776 -14.246 11.960
H 13.567 -10.336 9.816
C 19.292 -6.923 16.661
O 17.060 -13.227 9.889
H 12.153 -10.604 10.696
H 11.743 -8.451 17.074
C 10.820 -7.583 11.071
C 20.423 -4.363 17.122
H 16.716 -14.826 15.270
N 16.015 -13.384 13.884
H 13.790 -11.670 13.790
H 18.411 -9.077 10.971
H 12.310 -9.376 12.896
C 16.361 -14.119 6.524
C 17.547 -5.290 13.004
H 13.664 -6.822 16.901
H 13.965 -13.624 13.796
C 18.070 -7.546 16.643
O 16.863 -10.411 10.515
C 13.998 -7.195 14.861
C 11.907 -9.013 14.982
H 12.052 -10.226 8.966
C 17.185 -8.237 9.454
C 18.564 -13.772 7.302
H 20.888 -8.973 14.562
H 16.374 -3.156 10.682
H 12.698 -6.001 8.774
C 18.692 -10.204 14.129
C 16.571 -12.988 8.725
H 10.882 -7.439 12.146
H 10.106 -8.413 10.822
H 16.087 -9.919 13.352
H 13.487 -7.461 8.054
C 17.347 -9.068 10.701
C 12.563 -8.814 13.775
H 13.853 -12.438 11.794
H 21.279 -6.892 15.849
Br 19.817 -13.400 8.607
H 15.217 -12.713 15.617
H 14.791 -4.762 10.382
C 20.086 -8.491 15.118
H 16.927 -9.253 16.013
H 18.451 -15.794 13.810
N 14.601 -12.949 11.445
C 18.833 -9.131 15.045
H 20.073 -14.307 5.838
Ge 12.496 -8.083 10.273
H 16.815 -8.651 11.494
H 10.496 -6.617 10.647
C 12.278 -8.389 16.133
H 11.022 -9.705 15.060
H 14.825 -15.106 13.939
H 16.111 -8.064 9.253
C 15.499 -5.012 11.199
H 17.644 -8.715 8.658
C 17.137 -14.227 14.432
C 13.364 -7.447 16.064
H 16.790 -10.535 9.582
O 20.589 -4.257 15.964
*
```

---

(3)
Entry from the OMol25 dataset: C40H54N2OP2PdS as an isolated structure (wB97M-V/def2-TZVPD).

Results
LUMO level, eV: 3.940
Maximum force, eV/A: 0.4
Energy above the lowest of the compared OMol25 structures with the same formula, charge and spin, kcal per mole: 0.0

Geometry as ORCA input:
```
! wB97M-V def2-TZVPD RIJCOSX def2/J DEFGRID3
* xyz -2 1
C 3.441 2.172 -1.981
H -1.907 0.984 -4.067
C 1.752 -3.202 1.773
C -4.776 -2.495 -0.067
C 3.084 -1.889 -0.742
H 0.974 3.647 2.734
C -2.531 1.222 4.037
C -3.651 2.460 1.827
C 3.762 1.195 1.114
C -4.727 1.545 -2.296
H 1.660 -2.203 2.204
H 4.878 4.389 3.081
H -3.652 -0.672 0.510
C 0.521 -2.147 -2.221
H 1.414 -3.931 2.518
H -4.330 1.501 -4.416
H -2.955 -4.321 0.975
H -0.328 4.487 -1.296
C -0.967 -2.456 -2.024
H 0.435 -4.883 -0.966
C 5.088 -3.054 -1.537
H -1.413 -1.777 -1.292
H -1.235 3.254 -0.405
H 2.812 -3.381 1.570
C -2.704 1.429 1.602
C -3.783 -3.954 1.586
N 3.287 0.183 0.383
C -4.280 -1.459 0.929
H 0.105 2.855 -2.571
H -1.509 -2.354 -2.971
H -5.252 -4.631 0.130
C 0.137 3.721 2.039
P 1.433 2.271 0.064
C 1.101 2.446 -2.728
C 5.307 -0.912 -0.451
H 5.450 0.255 2.077
H 0.590 -1.152 -2.674
H 1.472 2.798 -3.699
C 5.277 2.308 2.667
H 2.101 -4.949 -0.373
H 6.152 2.263 3.310
H -0.484 4.575 2.328
H 5.931 -0.089 -0.125
H -1.351 0.119 2.615
H 3.352 1.088 -2.062
H -1.109 -3.480 -1.664
H 0.996 1.358 -2.776
C -4.022 2.835 3.110
H 1.143 -4.155 -2.853
H -3.903 -4.598 2.457
H -5.658 -2.144 -0.606
C 2.983 2.396 1.064
C -2.047 1.013 -1.946
C 3.902 -0.831 -0.206
H 5.528 -3.917 -2.023
H 2.163 -2.854 -3.474
C -2.139 0.849 2.770
H -3.994 -2.692 -0.805
C -4.213 1.442 -1.010
H -1.235 4.932 0.152
C 4.565 3.498 2.549
C -2.834 1.195 -0.781
H -4.045 3.017 0.988
H -1.001 0.754 -1.766
H 2.865 4.444 1.680
H 1.299 4.697 0.492
C 3.420 3.516 1.751
C -0.617 4.148 -0.300
H -5.094 -1.001 1.495
H 6.950 -2.014 -1.243
Pd 0.241 0.198 0.081
P 1.251 -1.780 -0.520
H 3.101 -3.774 -1.742
C 2.095 2.798 -1.621
H -0.119 -3.174 0.779
C 5.874 -1.993 -1.090
C 1.070 -4.725 -0.093
N -2.207 1.001 0.413
H 3.775 2.563 -2.949
H 2.222 3.889 -1.569
C 4.891 1.177 1.972
C 3.708 -2.964 -1.363
H -0.467 2.819 2.154
H -4.740 3.641 3.229
O -1.810 -2.172 1.600
C 1.139 -3.126 -3.219
C -2.566 1.127 -3.215
C -5.043 -3.757 0.753
S -3.193 -2.294 2.123
H -5.789 1.737 -2.418
H -3.792 2.516 5.232
H 0.777 -5.466 0.662
C -3.920 1.409 -3.417
H -4.893 1.520 -0.173
C -3.494 2.214 4.235
C 0.923 -3.324 0.494
H 0.551 -3.112 -4.144
H 4.211 2.385 -1.239
H -2.067 0.740 4.892
H -5.909 -3.600 1.404
C 0.595 3.860 0.587
*
```